Here is a single C12H11NO2 molecule at a distorted geometry from the OMol25 dataset. Energies are from ωB97M-V with the def2-TZVPD basis set.

## Properties
- spin multiplicity = 3
- Kohn-Sham gap (alpha / beta) (eV) = 5.28 / 6.22
- HOMO level (alpha / beta) (eV) = -5.69 / -9.17

XYZ file:
```
26
Properties=species:S:1:pos:R:3:mulliken_charge:R:1
C -0.43634 -2.65345 -0.72670 -0.257
C -1.58545 -2.19910 -0.22483 -0.520
C 0.52380 -1.83283 -1.33067 -0.527
C -1.84536 -0.82480 -0.35340 -0.309
C 0.23284 -0.46653 -1.50726 -0.257
C -0.86663 0.02180 -0.85670 0.817
C 1.24392 2.50900 -0.55667 -0.699
C 1.79168 1.69902 0.34317 -0.501
C -0.16449 2.49343 -0.89767 -0.288
C 1.32163 0.48461 0.89387 -0.167
C -1.06609 1.49625 -1.00877 -0.949
C 0.31663 0.32129 1.81636 -0.417
N 0.04975 -0.83054 2.53599 1.148
O -0.94219 -0.82660 3.21960 -0.622
O 0.86501 -1.76616 2.43169 -0.604
H -0.38750 -3.76637 -0.57112 0.252
H -2.34150 -2.88937 0.22008 0.343
H 1.52659 -2.20984 -1.64370 0.356
H -2.69624 -0.25933 -0.06573 0.444
H 0.95954 0.12176 -2.07165 0.475
H 1.79236 3.29245 -0.97981 0.514
H 2.79149 1.96806 0.78198 0.332
H -0.60620 3.49255 -1.10312 0.323
H 1.84445 -0.40455 0.60923 0.380
H -2.09250 1.87285 -1.15033 0.328
H -0.22920 1.15639 2.19618 0.405
```

Here is a single C12H11NOS molecule at a distorted geometry from the OMol25 dataset. Energies are from ωB97M-V with the def2-TZVPD basis set.

## Properties
- Kohn-Sham gap (eV) = 8.91
- HOMO level (eV) = -8.53
- SMILES = OCC[C@H]1c2ccccc2-c2cnsc21

XYZ file:
```
26
Properties=species:S:1:pos:R:3:mulliken_charge:R:1
O -0.99150 1.98178 2.30833 -0.571
C -2.13952 1.55076 1.53154 -0.456
C -1.95387 0.06186 1.05179 -1.056
C -1.28470 -0.08912 -0.31696 0.747
C 0.14813 0.43435 -0.36818 -0.581
C 0.76008 1.69247 -0.19688 0.084
C 2.12706 1.86906 -0.29499 -0.803
C 2.96376 0.78620 -0.62173 -0.486
C 2.38702 -0.48047 -0.87767 -0.787
C 1.03766 -0.61496 -0.73709 0.865
C 0.29735 -1.80869 -0.87118 -0.353
C 0.54403 -3.21348 -1.17783 -0.289
N -0.56470 -3.92639 -1.17107 -0.577
S -1.94986 -2.96615 -0.77544 0.028
C -0.97687 -1.49815 -0.66499 -0.144
H -0.17874 1.57942 1.90590 0.422
H -3.04518 1.58493 2.13633 0.357
H -2.25245 2.24822 0.67157 0.245
H -1.37943 -0.51420 1.77645 0.477
H -2.93003 -0.38993 0.97613 0.446
H -1.91889 0.39043 -1.08448 0.329
H 0.09464 2.52097 -0.05553 0.522
H 2.63837 2.81515 -0.09209 0.368
H 4.04822 0.94523 -0.67577 0.367
H 2.98927 -1.34054 -1.11227 0.426
H 1.53013 -3.61877 -1.26387 0.421
```

Looking at energy relative to the best compared isomer or geometry (same formula, charge and spin) for the records above, in order, we have 51.1, 2.8 kcal per mole.